Here is C27H26N5ORuSb as an isolated structure from the OMol25 dataset. Energies are from the ωB97M-V functional and the def2-TZVPD basis.

Element x y z (Å)
C1 -3.09 1.08 0.62
H1 -3.15 -5.45 -1.32
C2 1.39 0.24 -2.85
N1 1.34 0.70 -1.60
H2 0.51 -1.15 -4.24
C3 2.19 1.67 -1.23
H3 -3.18 -5.46 1.14
C4 -2.50 3.36 1.47
H4 0.94 -3.74 2.34
C5 1.65 -1.65 2.15
C6 -2.11 -3.58 -1.47
C7 -2.70 -4.63 -0.78
C8 -2.15 -3.59 1.31
H5 -0.51 -2.48 1.99
Ru1 -0.09 -0.04 -0.03
C9 -0.23 4.07 1.57
H6 0.83 -3.05 0.71
C10 -1.56 -2.53 0.64
N2 1.51 -0.43 1.50
H7 -2.17 -3.60 2.40
H8 3.86 2.11 -4.14
H9 4.25 -0.91 4.18
C11 0.14 2.83 1.06
C12 -0.97 -1.45 -2.77
N3 -0.93 -1.39 1.37
H10 -1.89 5.29 2.17
C13 3.15 1.72 -3.43
H11 -2.54 -4.34 -3.50
C14 0.41 -0.81 -3.20
H12 -4.10 1.43 0.83
C15 -1.55 -2.50 -3.58
C16 3.48 -0.78 3.43
H13 -0.44 -0.24 -3.41
H14 -1.55 -2.43 -4.66
C17 -2.08 2.13 0.96
C18 -2.72 -4.64 0.61
O1 -0.90 1.10 -1.31
H15 3.79 2.98 -1.82
C19 2.27 0.72 -3.79
H16 2.28 0.32 -4.80
H17 0.52 4.82 1.80
H18 -0.03 -1.70 2.24
H19 -3.01 0.84 -0.44
C20 -2.09 -3.54 -2.93
N4 -0.77 1.90 0.77
H20 -1.18 -0.25 -2.90
H21 4.02 1.23 2.97
C21 3.11 2.20 -2.13
N5 -0.93 -1.46 -1.37
C22 2.62 -1.82 3.12
H22 -3.55 3.55 1.62
Sb1 2.24 2.47 0.78
H23 -2.92 0.18 1.20
H24 -1.56 -0.94 2.05
C23 -1.57 4.33 1.77
C24 0.72 -2.83 1.77
C25 -1.52 -2.51 -0.75
H25 0.57 -1.77 -2.46
C26 3.35 0.41 2.75
C27 2.36 0.57 1.79
H26 2.73 -2.77 3.63

2S+1 ... 2
Energy above the lowest of the compared OMol25 structures with the same formula, charge and spin ... 16.323 eV
HOMO level (spin up / spin down) ... -9.156 / -9.021 eV
Total charge ... +1
Frontier orbital gap (spin up / spin down) ... 0.2317 / 0.2274 hartree


Here is a 7-piece molecular cluster, C8H10Cl20 overall from the OMol25 dataset. Energies are from the ωB97M-V functional and the def2-TZVPD basis.

Element x y z (Å)
H1 3.66 -1.21 2.43
H2 -2.07 -3.95 0.37
H3 -3.30 -1.14 0.84
C1 -3.17 2.53 -0.06
Cl1 -2.05 0.00 3.38
H4 -0.15 1.37 3.26
Cl2 -1.18 -0.29 -4.17
H5 -3.18 -1.52 -4.00
Cl3 -2.28 3.26 1.29
C2 4.36 -1.76 3.03
H6 -3.56 1.63 0.38
Cl4 -4.38 3.60 -0.66
Cl5 1.80 -1.07 -0.99
Cl6 6.03 4.54 -2.16
Cl7 5.89 -0.95 3.04
Cl8 -0.52 1.11 5.53
H7 0.06 0.31 -1.66
C3 -2.98 -1.98 0.24
H8 -3.84 -2.37 -0.31
Cl9 1.91 1.36 -2.57
C4 -0.46 0.53 3.86
Cl10 3.45 4.38 -3.48
Cl11 -1.57 -3.17 -3.95
H9 -1.38 -2.76 1.48
C5 -2.30 -3.10 1.00
Cl12 -2.11 1.99 -1.38
Cl13 0.74 -0.74 3.70
Cl14 -1.85 -1.37 -1.02
Cl15 4.48 -3.33 2.23
Cl16 1.01 1.45 0.18
Cl17 3.75 -1.90 4.64
Cl18 -3.39 -3.69 2.30
H10 4.44 2.81 -2.06
Cl19 3.60 4.36 -0.58
C6 1.05 0.50 -1.28
C7 -2.24 -1.64 -4.52
C8 4.40 3.88 -2.09
Cl20 -2.65 -1.70 -6.24

Energy above the lowest of the compared OMol25 structures with the same formula, charge and spin ... 0.210 eV
SMILES ... ClC(Cl)Cl.ClC(Cl)Cl.ClC(Cl)Cl.ClC(Cl)Cl.ClC(Cl)Cl.ClC(Cl)Cl.ClCCCl
HOMO level ... -11.057 eV
Total charge ... 0
Frontier orbital gap ... 0.4133 hartree


Here is an isolated ion of composition C10H11NOP and charge +1 from the OMol25 dataset. Energies are from the ωB97M-V functional and the def2-TZVPD basis.

Element x y z (Å)
C1 -2.10 1.60 1.17
H1 -1.52 -3.08 -2.13
C2 0.60 -0.91 -0.79
H2 1.87 1.91 -1.18
H3 -3.16 -1.64 -1.01
N1 0.12 -1.93 -1.49
H4 -3.64 0.38 0.39
O1 2.45 2.18 -0.46
P1 1.97 1.55 1.00
C3 -0.71 1.83 1.29
C4 2.93 -0.03 1.05
H5 0.77 -2.54 -1.97
C5 -2.11 -1.43 -0.94
H6 2.36 -0.90 1.36
H7 1.67 -0.79 -0.82
C6 -1.20 -2.22 -1.57
H8 3.32 -0.24 0.04
H9 -2.78 2.27 1.67
C7 -1.65 -0.31 -0.19
H10 -0.39 2.67 1.88
H11 3.80 0.12 1.67
C8 0.22 1.04 0.68
C9 -0.26 -0.06 -0.10
C10 -2.57 0.54 0.46

Energy above the lowest of the compared OMol25 structures with the same formula, charge and spin ... 0.000 eV
SMILES ... CP(O)c1cccc2cc[nH+]cc12
HOMO level ... -12.076 eV
Total charge ... +1
Frontier orbital gap ... 0.2649 hartree


Here is C14H23F5N3S4Se3Tl as an isolated structure from the OMol25 dataset. Energies are from the ωB97M-V functional and the def2-TZVPD basis.

Element x y z (Å)
C1 -2.07 0.96 2.45
N1 -1.19 -0.15 2.14
C2 -3.67 -5.52 -0.75
C3 -3.08 -4.31 -0.45
C4 3.82 3.74 -1.58
H1 -2.03 3.11 2.63
F1 -4.64 -6.03 0.05
H2 4.59 3.28 -0.97
Se1 -0.30 1.61 -2.68
S1 2.02 2.45 2.68
C5 -1.33 2.30 2.33
C6 -2.08 -3.73 -1.25
C7 1.00 4.19 -2.06
H3 -0.12 3.22 0.97
H4 0.54 3.55 -4.08
H5 2.48 -0.52 3.07
H6 -1.51 2.59 0.30
H7 0.45 -0.76 -2.83
H8 0.59 0.38 4.03
H9 1.83 0.28 -2.41
C8 -2.27 -5.70 -2.68
Se2 2.17 3.65 -0.55
H10 -1.53 -0.68 1.34
Se3 -1.35 -2.08 -0.86
H11 1.70 -1.89 2.55
C9 0.90 3.12 -3.14
F2 -1.88 -6.40 -3.78
H12 3.70 3.17 -2.50
H13 0.73 -1.27 4.71
Tl1 1.11 0.56 0.54
H14 -2.47 0.88 3.47
H15 -0.48 2.31 3.02
C10 -0.81 -1.04 3.21
H16 0.01 4.42 -1.64
H17 -0.79 -2.06 2.83
C11 0.96 0.17 -3.06
C12 -3.27 -6.23 -1.88
N2 -0.79 2.46 1.00
F3 -3.49 -3.66 0.66
H18 1.87 2.66 -3.31
H19 1.23 0.21 -4.11
S2 4.08 0.52 -0.67
C13 0.57 -0.68 3.78
H20 -1.54 -1.01 4.04
C14 -1.69 -4.49 -2.37
F4 -3.86 -7.42 -2.19
H21 -2.91 0.97 1.75
F5 -0.74 -4.01 -3.19
H22 4.06 4.79 -1.79
N3 1.59 -0.91 2.78
S3 3.79 2.85 1.77
S4 4.68 1.03 1.18
H23 1.41 5.12 -2.48

Energy above the lowest of the compared OMol25 structures with the same formula, charge and spin ... 0.452 eV
HOMO level ... -0.659 eV
Total charge ... -2
Frontier orbital gap ... 0.1773 hartree


Here is a 2-piece molecular cluster, C2H7NOS overall from the OMol25 dataset. Energies are from the ωB97M-V functional and the def2-TZVPD basis.

Element x y z (Å)
C1 -1.38 -0.60 1.36
H1 -0.44 1.24 1.14
H2 1.67 0.42 -2.81
N1 -0.48 0.38 1.65
C2 0.92 0.26 -2.04
H3 1.02 -0.70 0.19
H4 -0.05 0.35 2.56
H5 0.31 1.14 -1.83
H6 0.27 -0.59 -2.22
S1 1.99 -0.08 -0.59
H7 -1.93 -0.48 0.43
O1 -1.90 -1.36 2.15

Energy above the lowest of the compared OMol25 structures with the same formula, charge and spin ... 0.851 eV
SMILES ... NC=O.CS
HOMO level ... -9.108 eV
Total charge ... 0
Frontier orbital gap ... 0.3596 hartree


Here is C31H47FN4O4PtSSi2 as an isolated structure from the OMol25 dataset. Energies are from the ωB97M-V functional and the def2-TZVPD basis.

Element x y z (Å)
C1 -2.91 -1.00 1.42
C2 4.41 3.38 0.00
N1 -2.42 3.08 3.79
H1 -3.10 -4.66 -0.30
H2 -2.83 1.67 -2.48
O1 0.57 -2.42 -2.05
C3 3.65 3.92 -1.02
C4 -0.43 -5.26 0.38
H3 0.07 -3.47 2.33
H4 -0.72 -5.63 -0.60
H5 1.11 6.49 2.21
H6 4.10 4.63 -1.71
C5 -0.79 3.74 2.47
N2 -1.21 2.48 2.07
H7 1.37 -1.64 -4.41
C6 1.65 2.65 -0.35
H8 0.20 -4.88 -2.91
C7 3.05 -3.83 -0.52
H9 -0.03 5.16 -2.40
C8 -2.17 2.13 2.88
Pt1 -0.76 1.07 0.66
C9 -1.41 5.36 4.19
H10 -1.26 -4.49 2.94
H11 -1.70 -2.10 -4.51
H12 -1.48 0.60 -2.06
C10 -2.82 0.84 2.69
C11 2.32 3.57 -1.19
H13 3.07 -1.83 2.29
H14 -2.90 3.16 -0.03
O2 -0.39 -0.52 -0.50
C12 1.01 -2.67 -4.35
H15 -4.54 0.65 4.03
H16 -1.30 4.48 -3.43
H17 1.76 4.01 -2.00
H18 -2.91 4.41 -1.29
C13 -0.44 6.19 3.69
C14 2.72 -2.58 0.30
C15 2.47 2.14 0.68
H19 -2.60 -1.73 0.68
C16 -0.60 -4.20 -3.20
Si1 0.07 -2.04 -0.54
C17 -2.27 3.86 -0.59
H20 4.37 -2.87 1.66
H21 -0.49 -6.08 1.10
C18 -1.56 4.13 3.57
H22 -3.45 -3.84 1.24
F1 1.94 1.29 1.60
S1 -4.26 -1.19 2.44
N3 -2.25 0.09 1.68
H23 -0.28 7.16 4.15
C19 3.29 -1.34 -0.38
C20 -0.40 4.23 -2.85
H24 -2.91 -5.52 1.24
H25 2.79 -4.74 0.03
H26 2.49 -3.81 -1.46
C21 0.35 5.81 2.58
H27 -1.00 -4.51 -4.17
N4 0.31 2.33 -0.50
H28 -1.55 -2.79 2.52
H29 -0.82 -0.79 -3.69
H30 0.61 -2.96 -5.33
C22 -0.06 -2.77 -3.28
C23 0.19 4.59 1.96
O3 -1.22 -3.00 -0.09
C24 -0.99 -3.69 2.25
C25 3.79 2.48 0.85
C26 -2.79 -4.56 0.74
H31 0.35 3.85 -3.55
Si2 -0.93 2.96 -1.57
H32 -1.43 1.55 -3.55
H33 0.78 4.32 1.10
H34 -2.03 5.66 5.03
H35 2.85 -1.23 -1.38
H36 4.12 -3.86 -0.74
H37 -1.94 -1.81 -2.77
C27 -1.34 -4.11 0.81
H38 -3.12 3.01 4.52
H39 -1.39 -4.25 -2.45
H40 4.34 2.02 1.67
C28 -3.92 0.29 3.23
H41 4.37 -1.41 -0.47
H42 5.45 3.65 0.14
H43 -1.85 4.59 0.12
C29 -1.74 1.56 -2.50
O4 1.30 -2.43 0.47
C30 -1.20 -1.80 -3.58
H44 1.85 -3.32 -4.10
H45 2.84 -3.59 2.20
H46 0.61 -4.91 0.33
H47 3.04 -0.45 0.20
C31 3.29 -2.72 1.70

HOMO level ... -6.640 eV
Total charge ... 0
Frontier orbital gap ... 0.2271 hartree


Here is C40H32Cl2F12N3O4PPt as an isolated structure from the OMol25 dataset. Energies are from the ωB97M-V functional and the def2-TZVPD basis.

Element x y z (Å)
H1 -13.16 -4.71 -10.73
C1 -18.75 -12.87 -10.67
C2 -11.39 -9.55 -9.57
H2 -17.57 -13.50 -8.25
C3 -10.33 -15.38 -6.12
H3 -11.48 -10.51 -5.56
F1 -17.48 -13.86 -5.92
H4 -15.65 -8.36 -7.76
N1 -12.13 -10.10 -6.23
C4 -10.16 -16.64 -5.61
C5 -12.58 -14.40 -9.49
C6 -15.79 -10.57 -10.02
Cl1 -8.42 -12.84 -3.29
H5 -11.67 -9.37 -6.77
F2 -17.81 -11.55 -5.84
H6 -8.42 -13.35 -11.64
F3 -16.06 -11.60 -4.49
C7 -11.23 -17.50 -5.43
C8 -11.53 -15.12 -6.82
H7 -13.28 -17.85 -5.70
H8 -11.62 -16.34 -9.31
F4 -12.44 -10.80 -11.29
H9 -13.63 -15.69 -13.00
O1 -11.22 -10.59 -8.72
H10 -13.30 -9.96 -4.64
C9 -10.08 -13.47 -8.69
H11 -14.06 -13.28 -12.37
F5 -9.74 -7.75 -10.34
C10 -10.20 -13.12 -3.17
C11 -13.44 -15.35 -11.98
C12 -12.50 -17.12 -5.89
C13 -13.63 -14.00 -11.65
C14 -12.52 -7.30 -9.86
F6 -10.08 -7.83 -8.23
C15 -13.79 -9.07 -8.72
P1 -11.74 -13.76 -8.01
N2 -14.07 -10.39 -8.34
O2 -14.31 -12.40 -6.60
C16 -15.64 -12.40 -6.76
H12 -19.50 -13.10 -9.94
F7 -16.11 -10.14 -6.19
C17 -12.61 -8.65 -9.45
H13 -13.93 -4.31 -9.16
H14 -11.70 -7.01 -10.55
H15 -12.17 -4.57 -9.22
C18 -13.16 -4.91 -9.65
C19 -14.71 -8.06 -8.30
H16 -13.32 -12.47 -10.16
C20 -12.87 -16.22 -11.08
H17 -6.51 -12.70 -10.03
H18 -15.12 -5.99 -8.04
C21 -8.52 -13.34 -10.53
C22 -16.22 -13.89 -6.38
H19 -9.51 -14.66 -6.22
C23 -10.00 -8.65 -9.33
Cl2 -10.88 -13.13 -1.52
C24 -15.28 -10.98 -8.80
C25 -17.11 -12.63 -8.74
O3 -11.13 -12.65 -5.21
F8 -11.37 -9.05 -11.97
H20 -15.35 -9.78 -10.63
O4 -11.00 -10.85 -3.81
H21 -17.00 -10.95 -11.64
C26 -10.86 -12.07 -4.09
H22 -19.14 -12.35 -11.56
N3 -13.14 -9.44 -5.51
C27 -11.40 -10.03 -11.03
C28 -7.77 -12.81 -8.33
H23 -9.34 -12.66 -6.84
H24 -11.14 -18.41 -4.85
C29 -17.62 -12.17 -9.96
C30 -9.10 -12.93 -7.85
H25 -6.94 -12.54 -7.66
C31 -16.01 -12.02 -8.16
C32 -13.24 -13.54 -10.37
H26 -18.39 -13.92 -10.97
F9 -16.20 -14.69 -7.42
C33 -13.33 -6.32 -9.31
F10 -15.47 -14.43 -5.40
F11 -8.83 -9.32 -9.19
C34 -12.66 -15.93 -6.60
C35 -16.42 -11.43 -5.80
H27 -10.27 -14.10 -3.64
H28 -13.97 -9.67 -6.03
Pt1 -12.70 -11.71 -7.58
C36 -14.46 -6.74 -8.53
C37 -9.78 -13.66 -10.03
F12 -10.24 -10.78 -11.28
C38 -7.51 -12.94 -9.66
H29 -10.52 -14.05 -10.68
C39 -16.83 -11.23 -10.60
H30 -12.79 -17.27 -11.26
H31 -9.11 -16.87 -5.27
H32 -13.57 -15.67 -7.14
C40 -12.38 -15.71 -9.84

2S+1 ... 5
Energy above the lowest of the compared OMol25 structures with the same formula, charge and spin ... 0.777 eV
HOMO level (spin up / spin down) ... -7.087 / -8.990 eV
Total charge ... 0
Frontier orbital gap (spin up / spin down) ... 0.2651 / 0.1968 hartree


Here is C18H23AlF5O12 as an isolated structure from the OMol25 dataset. Energies are from the ωB97M-V functional and the def2-TZVPD basis.

Element x y z (Å)
H1 -3.31 -0.98 2.87
C1 -3.50 -3.11 3.52
O1 4.00 0.28 6.85
O2 1.95 3.35 -4.05
C2 -3.69 -1.55 -1.71
H2 2.17 -3.82 4.44
F1 -1.84 1.17 -3.32
H3 -1.73 -6.39 6.39
H4 -4.62 -2.94 3.25
C3 1.76 -2.98 3.75
O3 3.28 -0.52 4.86
C4 -1.37 -5.45 5.83
C5 4.42 1.19 5.85
O4 -0.18 2.60 -3.80
O5 -2.49 -1.02 0.16
H5 2.54 5.58 -9.02
C6 2.17 4.87 -8.27
O6 3.01 -1.75 6.74
H6 -4.16 -1.10 -2.59
C7 1.74 5.49 -6.99
H7 0.31 0.14 -2.63
H8 -4.20 -2.49 -1.47
O7 -1.16 4.98 -8.67
H9 2.33 6.37 -6.73
C8 1.17 2.44 -3.95
H10 -0.61 -0.87 3.56
F2 4.11 1.08 3.52
H11 -1.20 -1.49 1.92
C9 -0.84 -4.55 5.01
H12 -3.02 -3.85 2.75
H13 -0.26 -4.39 2.01
O8 0.39 5.84 -7.25
C10 3.50 0.87 4.71
H14 -3.53 0.45 -0.83
C11 0.34 0.39 -3.69
H15 2.55 1.40 4.74
H16 -1.01 1.29 -5.15
C12 -0.03 5.02 -8.26
O9 -0.48 -1.76 -0.60
O10 -2.31 -1.81 -1.95
C13 -0.74 1.34 -4.09
H17 1.77 4.79 -6.15
C14 -1.66 -1.55 -0.78
H18 2.40 -2.85 2.80
C15 -1.21 -1.72 3.06
F3 3.09 3.90 -8.06
H19 -3.49 -3.57 4.59
H20 0.31 -0.54 -4.27
Al1 -0.21 -3.49 3.34
F4 -4.72 -0.76 0.25
H21 5.47 1.01 5.60
C16 -3.64 -0.61 -0.55
H22 1.72 -2.04 4.41
C17 -2.74 -1.70 3.58
C18 3.40 -0.76 6.20
O11 0.98 4.26 -8.75
F5 -2.78 -1.06 4.90
H23 4.31 2.22 6.19
O12 1.52 1.12 -3.97

HOMO level ... -4.295 eV
Total charge ... -1
Frontier orbital gap ... 0.2198 hartree


Here is C21H28FeI2N7O3 as an isolated structure from the OMol25 dataset. Energies are from the ωB97M-V functional and the def2-TZVPD basis.

Element x y z (Å)
H1 -2.41 4.63 1.19
C1 -0.50 -1.85 -4.56
O1 0.62 -0.43 -1.42
H2 -2.52 0.48 1.19
H3 0.50 2.51 1.36
N1 -2.67 2.55 1.18
C2 0.02 2.53 0.38
C3 -0.55 -2.45 -1.84
H4 -1.39 1.32 2.28
O2 2.48 0.75 0.05
H5 -1.32 3.73 2.27
H6 0.48 -3.15 -0.06
N2 -0.81 1.27 0.25
N3 -0.93 -1.71 0.49
C4 -1.87 1.35 1.30
Fe1 0.52 -0.21 0.41
H7 -2.03 4.62 -1.17
I1 -2.02 -4.30 -5.48
C5 -1.80 3.73 1.29
H8 -2.05 -1.56 2.24
C6 -1.13 -3.01 -4.11
H9 1.90 -2.55 5.38
H10 -2.13 0.47 -1.20
C7 2.89 -0.51 -0.11
H11 0.05 -3.46 3.97
H12 -0.47 -1.61 -5.61
O3 2.27 -1.39 0.45
H13 5.40 0.89 -1.43
N4 0.44 -0.48 2.48
C8 1.48 -1.96 4.57
H14 -1.19 -3.68 -0.24
C9 0.08 -0.99 -3.64
C10 1.97 -0.69 4.31
H15 -0.72 1.31 -1.86
C11 -0.04 -1.70 2.76
C12 -0.52 -2.83 -0.38
C13 0.46 -2.47 3.79
C14 -1.17 -2.11 1.89
C15 1.42 0.01 3.25
H16 -1.79 -1.34 0.12
C16 -1.48 1.35 -1.09
H17 3.83 -1.40 -1.76
H18 1.78 1.00 3.00
C17 -1.42 3.72 -1.06
N5 4.43 0.64 -1.57
C18 0.06 -1.26 -2.26
H19 -3.95 1.70 -0.26
H20 -1.63 -4.20 -2.41
N6 -2.29 2.55 -1.22
H21 0.78 2.50 -0.40
H22 -0.67 3.71 -1.85
N7 -0.77 3.73 0.25
H23 4.22 0.70 -2.55
H24 -1.39 -3.17 1.99
H25 4.90 -1.08 -0.41
C19 -1.15 -3.30 -2.76
C20 4.09 -0.66 -1.01
I2 1.05 0.73 -4.30
H26 3.06 1.29 -0.56
H27 -3.89 3.47 -0.25
H28 2.76 -0.25 4.90
C21 -3.29 2.57 -0.15

Energy above the lowest of the compared OMol25 structures with the same formula, charge and spin ... 0.000 eV
HOMO level (spin up / spin down) ... -9.926 / -9.923 eV
Total charge ... +1
Frontier orbital gap (spin up / spin down) ... 0.2670 / 0.2668 hartree